Record 1
C5H7NO | ωB97M-V/def2-TZVPD

Geometry as XYZ:
```
14
Properties=species:S:1:pos:R:3:nbo_charge:R:1
C 2.0648 0.1520 -0.4686 -0.619
C 0.5746 0.1291 -0.5468 -0.233
C -0.1064 -0.8130 -1.2485 -0.115
N -1.5862 -0.5965 -0.7012 -0.609
C -1.3994 -0.0220 0.4461 0.721
O -1.8710 -0.4341 1.6091 -0.619
C -0.2856 0.9725 0.3835 -0.526
H 2.5234 1.0671 -0.8605 0.202
H 2.4443 -0.7095 -1.0270 0.233
H 2.3913 0.0382 0.5773 0.195
H -2.2148 -1.3357 1.5017 0.499
H -2.2602 -1.3414 -0.8215 0.394
H 0.1351 1.2044 1.3652 0.232
H -0.6466 1.9100 -0.0709 0.245
```

Values from the calculation:
Total energy: -324.577192 hartree
HOMO: -0.288 hartree
M: 97.12 g/mol

Record 2
C5H7NO | ωB97M-V/def2-TZVPD

Geometry as XYZ:
```
14
Properties=species:S:1:pos:R:3:nbo_charge:R:1
C 2.2677 -0.6146 0.5227 -0.248
N 1.0927 1.7467 0.5824 -0.460
C 0.2332 1.1058 0.0333 0.391
O 0.4847 -0.2853 -0.4527 -0.534
C -0.9196 -0.4374 -0.8924 0.066
C -1.8424 -0.2634 0.2642 -0.421
C -1.2242 0.9433 -0.4282 -0.310
H 2.9815 0.0411 0.0373 0.210
H 2.0745 -0.4282 1.5733 0.204
H 2.1952 -1.6358 0.1654 0.184
H -1.1136 -0.9350 -1.8399 0.220
H -1.5127 -0.5440 1.2631 0.227
H -2.9058 -0.4175 0.0731 0.228
H -1.8111 1.7243 -0.9018 0.243
```

Values from the calculation:
Total energy: -324.472801 hartree
HOMO (spin up / spin down): -0.320 / -0.285 hartree
M: 97.12 g/mol

Record 3
C5H7NO2 | ωB97M-V/def2-TZVPD

Geometry as XYZ:
```
15
Properties=species:S:1:pos:R:3:nbo_charge:R:1
C 0.7747 1.3946 -0.9542 0.762
C 1.3805 -0.0707 0.8538 -0.088
C 0.1343 -0.4628 0.1486 -0.268
C -1.1887 -1.1068 0.4810 -0.239
C -0.4817 0.8400 -0.2998 -0.192
H 1.4956 0.5346 1.8401 0.227
H 2.0550 -0.9116 0.6688 0.208
H 0.4823 -1.0005 -0.8447 0.212
H -1.2841 -2.2312 0.1649 0.211
H -1.6363 -0.8414 1.4950 0.208
H -1.9217 -0.5957 -1.3890 0.353
H -0.8118 1.5228 0.5056 0.220
N -1.8555 -0.0575 -0.4396 -0.557
O 0.9551 2.0519 -1.9521 -0.544
O 1.9022 0.9343 -0.2784 -0.513
```

Values from the calculation:
SMILES: O=C1OC[C@H]2CN[C@H]12
Total energy: -399.821701 hartree
HOMO: -0.362 hartree
M: 113.12 g/mol

Record 4
C5H7NO2 | ωB97M-V/def2-TZVPD

Geometry as XYZ:
```
15
Properties=species:S:1:pos:R:3:nbo_charge:R:1
C -0.4653 0.3663 0.1004 -0.388
C 0.8186 0.1254 -0.3333 0.353
C -2.2778 -1.2988 0.8655 -0.108
C -0.8804 -0.8443 0.8347 0.307
C 1.7149 0.9689 -1.1080 -0.675
N 0.2002 -1.7955 0.5228 -0.327
O 1.3017 -1.0785 -0.0696 -0.329
O -1.7377 -0.6926 1.9411 -0.481
H -0.7834 1.3283 0.2177 0.224
H -3.0918 -0.7156 0.5314 0.171
H -2.4471 -2.3671 0.9682 0.160
H 2.0287 1.8945 -0.4771 0.239
H 1.2293 1.4042 -1.9826 0.240
H 2.5054 0.2576 -1.4231 0.240
H 0.5159 -2.3578 1.3131 0.374
```

Values from the calculation:
SMILES: CC1=C[C@@]2(CO2)NO1
Total energy: -399.802442 hartree
HOMO: -0.297 hartree
M: 113.12 g/mol

Record 5
C5H7NO2 | ωB97M-V/def2-TZVPD

Geometry as XYZ:
```
15
Properties=species:S:1:pos:R:3:nbo_charge:R:1
C 0.4420 0.6240 0.0111 0.597
C -1.6560 -0.3883 0.3650 0.028
C -2.5310 -1.3279 -0.1846 -0.402
C 1.8006 0.3211 -0.1791 -0.536
C 2.5727 -0.8718 -0.0969 0.384
H -1.2015 2.2134 -0.1278 0.446
H 0.8052 2.4704 -0.1876 0.412
H -2.2407 0.1234 1.3685 0.221
H -2.3218 -1.9212 -1.1796 0.226
H -3.4733 -1.3642 0.2515 0.206
H 2.3568 1.1617 0.0493 0.181
H 1.9110 -1.6598 -0.3049 0.096
N 0.0192 1.9439 -0.0748 -0.833
O -0.2328 -0.4162 0.0710 -0.448
O 3.7496 -0.9085 0.2190 -0.576
```

Values from the calculation:
SMILES: C=CO/C(N)=C\C=O
Total energy: -399.772757 hartree
HOMO: -0.292 hartree
M: 113.12 g/mol

Record 6
C5H7NO2 | ωB97M-V/def2-TZVPD

Geometry as XYZ:
```
15
Properties=species:S:1:pos:R:3:nbo_charge:R:1
C 0.6366 1.8376 0.2474 -0.180
C 0.0362 1.2172 -0.8732 -0.348
C 3.7251 -0.3449 -0.2235 1.024
C 0.9387 0.6086 0.8297 -0.313
C -0.7271 -1.0628 -0.0708 -0.391
N 0.4059 -0.1207 -0.3380 -0.387
O 4.0270 0.7473 -0.0351 -0.487
O 3.3317 -1.4208 -0.3664 -0.538
H 0.8008 2.8070 0.5377 0.208
H -0.9970 1.5006 -1.2738 0.193
H 1.7542 0.2391 1.3047 0.165
H -0.1203 -1.9817 0.3555 0.203
H -1.2163 -0.5030 0.6671 0.227
H -1.3706 -1.2894 -0.8786 0.208
H 1.1479 -0.5100 -0.9347 0.415
```

Values from the calculation:
Total energy: -399.816893 hartree
HOMO: -0.246 hartree
M: 113.12 g/mol

Record 7
C5H7NO2 | ωB97M-V/def2-TZVPD

Geometry as XYZ:
```
15
Properties=species:S:1:pos:R:3:nbo_charge:R:1
C 2.1979 -0.3022 0.1812 -0.715
C 1.2443 0.8915 -0.0953 0.680
C -0.7192 -0.9502 -0.2280 -0.203
C -1.9886 -0.3495 0.0702 -0.575
C -1.2143 1.1217 0.1430 0.736
H 1.6490 -0.5908 1.1717 0.256
H 3.2075 -0.0819 -0.0377 0.252
H 1.9983 -1.0502 -0.6974 0.223
H -0.4887 -1.0742 -1.3835 0.213
H -0.3216 -1.7510 0.3432 0.212
H -3.0090 -0.3676 -0.4918 0.256
H -2.3163 -0.2871 1.1799 0.232
N -0.0461 0.4745 -0.0144 -0.506
O 1.4616 2.1120 -0.0938 -0.547
O -1.6548 2.2051 -0.0474 -0.515
```

Values from the calculation:
SMILES: CC(=O)N1CCC1=O
Total energy: -399.870848 hartree
HOMO: -0.346 hartree
M: 113.12 g/mol

Record 8
C5H7NO2 | ωB97M-V/def2-TZVPD

Geometry as XYZ:
```
15
Properties=species:S:1:pos:R:3:nbo_charge:R:1
C -1.0093 -0.8240 0.8646 -0.627
C -0.7706 -0.6763 -0.6427 -0.032
C -0.2344 0.6665 -0.8177 -0.140
C 0.7435 1.3575 0.2116 -0.117
C 1.5174 -0.6395 -0.2653 0.873
H -0.4951 -0.3146 1.5823 0.213
H -2.0174 -0.3573 0.7988 0.214
H -1.1261 -1.8381 0.9720 0.216
H -1.6322 -0.8594 -1.2472 0.211
H -0.6598 1.5597 -1.2950 0.214
H 0.5059 1.4298 1.3597 0.203
H 0.8046 2.2349 -0.4320 0.207
N 0.4129 -0.5898 -1.1561 -0.409
O 1.9961 0.5712 0.1558 -0.485
O 1.9646 -1.7207 -0.0885 -0.541
```

Values from the calculation:
SMILES: C[C@H]1[C@H]2COC(=O)N21
Total energy: -399.818240 hartree
HOMO: -0.356 hartree
M: 113.12 g/mol

Record 9
C5H7NO2 | ωB97M-V/def2-TZVPD

Geometry as XYZ:
```
15
Properties=species:S:1:pos:R:3:nbo_charge:R:1
C -2.3156 0.4807 0.0832 -0.247
C -0.7873 -1.0299 -0.2013 0.140
C 0.2798 -0.3659 -0.7734 0.110
C 2.4601 -0.3520 0.4090 -0.253
C 0.5640 1.0912 -0.6518 0.221
H -1.3983 0.9382 0.5707 0.200
H -2.8282 1.0927 -1.0103 0.173
H -3.3440 0.7753 0.9431 0.171
H -0.5939 -1.9996 -0.3219 0.198
H 2.4171 0.6292 0.5816 0.199
H 3.4764 -0.9037 0.2028 0.218
H 1.9251 -0.8523 1.2557 0.186
N 0.7444 2.2633 -0.2661 -0.316
O -2.1643 -0.7822 -0.1823 -0.472
O 1.5648 -0.9850 -0.6390 -0.527
```

Values from the calculation:
Total energy: -399.711000 hartree
HOMO: -0.349 hartree
M: 113.12 g/mol

Record 10
C5H7NO2 | ωB97M-V/def2-TZVPD

Geometry as XYZ:
```
15
Properties=species:S:1:pos:R:3:nbo_charge:R:1
C 0.2752 0.7162 1.6281 0.765
C 1.6097 -0.1287 -0.1097 -0.083
C 0.2743 0.3256 -0.6546 -0.099
C -1.6026 -0.4595 -0.4473 -0.226
C -0.3724 -0.1878 0.5519 -0.339
H 2.4578 0.3426 -0.5348 0.193
H 1.8060 -1.3522 -0.0184 0.210
H -0.0157 1.4194 -0.4212 0.214
H -0.8621 -0.3170 -2.4143 0.389
H -2.0714 -1.5720 -0.0664 0.203
H -2.5379 0.3533 -0.1767 0.220
H -0.0925 -1.1813 0.6696 0.219
N -0.5151 -0.4681 -1.5311 -0.616
O 0.0365 1.7449 2.3568 -0.549
O 1.6102 0.7646 1.1680 -0.501
```

Values from the calculation:
Total energy: -399.734179 hartree
HOMO: -0.367 hartree
M: 113.12 g/mol

Record 11
C5H7NO2PS | ωB97M-V/def2-TZVPD

Geometry as XYZ:
```
17
Properties=species:S:1:pos:R:3:nbo_charge:R:1
C 1.0948 1.1505 -0.0904 0.590
C 2.9156 -0.1635 0.4662 0.443
C 0.1989 0.6972 -1.1328 -0.296
C -2.4467 0.3630 -0.3218 -0.931
C -0.4661 -1.2669 0.7764 -0.946
N 2.0836 1.0264 0.6290 -0.554
O 0.0460 1.9210 -0.3234 -0.494
O 3.6719 -0.4191 1.3796 -0.635
P -1.0053 -0.6671 -0.8844 0.773
S 2.6950 -1.0263 -0.9661 -0.536
H 0.4747 0.9033 -2.1615 0.218
H -3.2113 -0.2964 0.0839 0.217
H -2.8579 0.8964 -1.1767 0.218
H -2.1333 1.0811 0.4349 0.228
H -0.3253 -0.4438 1.4781 0.222
H 0.4777 -1.7945 0.6453 0.271
H -1.2123 -1.9613 1.1635 0.213
```

Values from the calculation:
SMILES: CP(C)[C@H]1O/C1=N/C([O-])=S
Charge: -1
Total energy: -1139.511964 hartree
HOMO: -0.130 hartree
M: 176.16 g/mol

Record 12
C5H7NO2S2 | ωB97M-V/def2-TZVPD

Geometry as XYZ:
```
17
Properties=species:S:1:pos:R:3:nbo_charge:R:1
C 2.1426 1.2356 -0.2076 -0.326
C 2.6573 -0.0446 -0.0242 -0.269
C 0.7131 1.1165 -0.2803 0.540
C 1.4836 -0.9025 0.0347 0.535
C -2.6882 -0.8650 0.5498 -0.688
N 0.3660 -0.1622 -0.0538 -0.574
O -0.2311 1.9809 -0.5990 -0.624
O 1.4326 -2.2165 0.3607 -0.624
S -3.2483 0.8537 0.1782 -0.062
S -1.5326 -1.6803 -0.5960 0.045
H 2.6522 2.0769 -0.3682 0.212
H 3.5615 -0.4866 0.2075 0.230
H -2.1536 -1.0089 1.5683 0.222
H -3.5340 -1.4182 0.6985 0.226
H 0.1333 2.6219 -1.1692 0.496
H 0.4489 -2.2434 0.3830 0.504
H -2.2032 1.1428 -0.6824 0.158
```

Values from the calculation:
Total energy: -1196.210158 hartree
HOMO (spin up / spin down): -0.306 / -0.304 hartree
M: 177.25 g/mol

Record 13
C5H7NO3 | ωB97M-V/def2-TZVPD

Geometry as XYZ:
```
16
Properties=species:S:1:pos:R:3:nbo_charge:R:1
C -0.0113 -1.3411 -0.0639 0.102
C 2.1615 -0.3023 0.5312 -0.609
C -1.2666 1.4147 -0.2353 0.731
C 0.7255 -0.2295 0.0917 -0.241
N -1.3027 -1.5291 -0.4831 -0.800
O -1.7674 1.9812 0.8692 -0.643
C 0.2330 1.1657 -0.1290 0.448
O -1.9417 1.1266 -1.2062 -0.610
O 0.9958 2.1246 -0.1976 -0.517
H -2.7200 2.1002 0.6816 0.498
H 0.4512 -2.3027 0.1663 0.192
H -1.6877 -0.7983 -1.0899 0.410
H -1.4823 -2.4529 -0.8748 0.385
H 2.8217 0.0975 -0.2458 0.226
H 2.3113 0.2757 1.4495 0.220
H 2.4794 -1.3303 0.7361 0.209
```

Values from the calculation:
SMILES: C/C(=C/N)C(=O)C(=O)O
Total energy: -475.200159 hartree
HOMO: -0.322 hartree
M: 129.12 g/mol

Record 14
C5H7NO3S | ωB97M-V/def2-TZVPD

Geometry as XYZ:
```
17
Properties=species:S:1:pos:R:3:nbo_charge:R:1
C -0.5593 0.7046 0.2075 -0.427
C -0.7412 0.5528 -1.1734 -0.361
C -0.1091 -0.0335 1.2412 0.251
C 0.8236 -1.4987 -2.6974 -0.507
C -0.4287 1.7755 2.6904 -0.260
N 1.2957 -2.4123 -1.7704 0.496
O 2.0668 -3.3030 -2.0885 -0.405
O 0.9192 -2.1581 -0.6242 -0.507
O 0.1862 0.4920 2.4335 -0.448
S -0.4082 -0.3501 -2.5413 0.669
H -1.1342 1.5877 0.4843 0.210
H -1.4556 1.2189 -1.6048 0.226
H 0.3124 -0.9489 0.8391 0.251
H 0.9827 -1.7074 -3.6803 0.223
H 0.1276 2.6157 2.2136 0.198
H -0.4747 1.8080 3.7688 0.209
H -1.4032 1.6567 2.3018 0.182
```

Values from the calculation:
Total energy: -873.132136 hartree
HOMO (spin up / spin down): -0.289 / -0.292 hartree
M: 161.18 g/mol

Record 15
C5H7NO4 | ωB97M-V/def2-TZVPD

Geometry as XYZ:
```
17
Properties=species:S:1:pos:R:3:nbo_charge:R:1
C 0.3866 0.4900 -1.7920 -0.431
N -0.2628 -0.3684 -0.8083 -0.101
C -1.8651 0.0028 -0.1448 0.328
C 0.4017 0.8373 1.5084 0.746
C 0.0878 -0.4262 0.7749 -0.004
C 0.5228 -1.5724 1.3090 -0.287
O -0.3278 -1.6751 -1.3242 -0.559
O 0.4453 1.9423 0.7438 -0.680
O -2.2080 1.1209 -0.1795 -0.577
O 0.5274 0.8795 2.7050 -0.570
H -1.2365 -1.9656 -1.1152 0.482
H 0.5275 2.7138 1.3266 0.510
H 1.4216 0.1718 -1.9351 0.205
H 0.3421 1.5151 -1.4362 0.246
H -0.1680 0.4126 -2.7264 0.227
H 1.0036 -1.5534 2.2727 0.238
H 0.4017 -2.5249 0.8211 0.227
```

Values from the calculation:
Total energy: -550.286545 hartree
HOMO: -0.310 hartree
M: 145.11 g/mol

Record 16
C5H7NO7 | ωB97M-V/def2-TZVPD

Geometry as XYZ:
```
20
Properties=species:S:1:pos:R:3:nbo_charge:R:1
C -0.3562 -2.8751 -0.2261 -0.198
C 0.7201 -2.2275 0.1386 0.600
C -0.9051 0.3432 0.1701 0.629
C 1.1944 1.6024 -0.7359 0.258
C -0.7887 0.3449 1.4705 -0.216
N 0.4929 2.5977 -0.7747 0.309
O 0.5069 3.3941 0.4646 -0.596
O -0.3402 3.0202 -1.5910 -0.495
O -0.6130 -4.2603 -0.2234 -0.668
O 1.5717 -1.4199 0.3002 -0.459
O -1.1883 0.4081 -0.9689 -0.479
O 1.3504 0.9169 -1.9108 -0.687
O -1.6784 -0.4479 2.2193 -0.663
H -1.2806 -2.2658 -0.4896 0.251
H 0.1108 0.7924 1.9486 0.223
H 0.1691 -4.7337 -0.3978 0.476
H 1.8457 1.2053 0.0517 0.232
H -0.2108 4.0073 0.4616 0.491
H 0.5315 0.7303 -2.4363 0.518
H -1.1321 -1.1324 2.5294 0.473
```

Values from the calculation:
SMILES: [O-]/[N+](O)=C\O.O=C=CO.O=C=CO
Total energy: -775.873054 hartree
HOMO: -0.334 hartree
M: 193.11 g/mol